Molecular formula: CH2F2NO2S
Method: DFT, the ωB97M-V functional and the def2-TZVPD basis

Its energy above the lowest of the compared OMol25 structures with the same formula, charge and spin is 2.252 eV. The SMILES is N[S@](=O)([O-])=C(F)F. For the largest force on an atom, the calculation gives 3.3 eV Å⁻¹. Its total charge is -1.

Last column: Löwdin charge in e.
Positions of all 9 atoms, in Å:
N: -0.05606 0.25873 0.23536  -0.129
S: -0.36706 1.58840 -0.82971  0.581
O: 0.86282 2.35416 -0.55818  -0.423
O: -1.59347 2.24690 -0.43590  -0.406
C: -0.23760 0.32106 -2.35213  -0.374
F: -0.60481 0.96217 -3.51165  -0.113
F: -1.34995 -0.54522 -2.12246  -0.156
H: 0.90169 0.19756 -0.09032  0.016
H: -0.53838 -0.58223 0.14599  0.005

Molecular formula: CH2F3HoO3S
Method: DFT, the ωB97M-V functional and the def2-TZVPD basis

Its multiplicity is 6. For the largest force on an atom, the calculation gives 3.2 eV Å⁻¹. Its total charge is +1. Its energy is -1910.5800 a.u.

Last column: Löwdin charge in e.
Positions of all 11 atoms, in Å:
Ho: 1.18047 2.48825 0.22331  1.718
O: 0.84029 -0.90563 0.76889  -0.520
H: 1.79120 -0.00301 -1.01625  0.062
H: 2.91540 0.75133 -1.85097  0.095
S: -0.39029 -0.39911 1.51238  0.914
O: 2.12155 0.87123 -1.32463  -0.174
O: -0.45645 1.13110 1.31886  -0.735
C: -1.75185 -0.88791 0.30493  -0.761
F: -1.57903 -2.15443 -0.05904  0.141
F: -2.93500 -0.76930 0.89904  0.136
F: -1.73627 -0.12252 -0.77653  0.125